Record 1
This record from OMol25 describes a single ClH2NOS2 molecule at a distorted geometry. The level of theory is ωB97M-V/def2-TZVPD.

Values from the calculation:
LUMO level = -0.0385 Ha
Gap between HOMO and LUMO = 8.24 eV
Structure (SMILES) = O=[S@H](=S)NCl
Relative energy (zero: lowest compared OMol25 entry of this formula, charge and spin) = 75.0 kcal/mol

The geometry in XYZ format:
```
7
Properties=species:S:1:pos:R:3:forces:R:3:mulliken_charge:R:1
O 0.05385 1.70533 0.49419 -0.57 -1.66 -1.09 -0.47
S -0.44193 0.49949 -0.18021 -3.74 -0.27 1.02 0.48
S -2.34891 -0.55536 0.55907 3.14 1.66 -1.37 -0.30
N 0.71614 -0.75216 -0.20500 1.79 1.04 0.45 -0.31
Cl 2.15619 -0.12701 0.65796 -0.43 -0.67 -0.77 -0.04
H -0.69748 0.88580 -1.59382 0.85 -0.98 1.98 0.26
H 0.56215 -1.65610 0.26782 -1.04 0.88 -0.22 0.37
```
Positions in Å, forces in eV/Å.

Record 2
This record from OMol25 describes a 2-piece molecular cluster, C3H3N2O overall at a distorted geometry. The level of theory is ωB97M-V/def2-TZVPD.

Values from the calculation:
LUMO level (alpha / beta) = -0.1341 / -0.4115 Ha
Gap between HOMO and LUMO (alpha / beta) = 9.35 / 3.64 eV
Spin multiplicity = 3
Total charge = +1
Relative energy (zero: lowest compared OMol25 entry of this formula, charge and spin) = 45.5 kcal/mol

The geometry in XYZ format:
```
9
Properties=species:S:1:pos:R:3:forces:R:3:mulliken_spin:R:1
C -1.70113 -0.71120 -2.72453 -0.11 -0.83 0.11 -0.07
C 0.69243 1.05027 0.60818 0.43 -0.32 -0.31 0.66
C 1.22784 0.16609 2.85698 0.13 -0.77 1.81 0.74
N -1.13901 0.23638 -3.21141 2.01 2.10 -1.06 0.51
N 1.09964 0.60500 1.61136 -0.68 1.62 0.28 -0.12
O -2.34666 -1.54138 -2.28383 -0.54 -0.67 0.50 0.27
H 1.39585 0.60463 3.89158 0.03 0.53 -2.19 0.01
H 0.97573 -0.85771 2.89848 -0.03 -1.15 0.21 0.02
H -0.20469 0.44793 -3.64680 -1.25 -0.51 0.66 -0.01
```
Positions in Å, forces in eV/Å.

It is found that the total energy values, taken in the order of the records, are -1387.60044; -300.33870 Eh.